[1]
29
Properties=species:S:1:pos:R:3:forces:R:3 method="wB97M-V/def2-TZVPD" total_charge=+1 max_force_ev_per_a=4.41 energy_ev=-16173.4842 homo_energy_ev="-14.159 / -14.157" orbital_gap_ev="10.73 / 5.59" multiplicity=2 relative_energy_ev=0.5617
O 1.602721 -1.764715 3.283704 0.7 0.3 -0.8
O -2.602456 3.223708 -0.558687 0.4 0.0 0.0
O 2.012823 -3.245452 -2.409943 -0.7 0.2 0.3
O -0.581791 2.769670 -2.408099 -0.5 0.1 -0.8
O 1.441051 1.786400 -0.682313 1.1 -1.3 -0.1
N 0.392604 -1.461686 0.401181 -2.7 0.0 3.5
C -0.939521 -2.080830 0.159077 1.8 0.5 -0.1
C 0.446824 -0.045313 0.660361 2.5 1.2 1.3
C -0.557852 0.559658 1.758081 -1.6 -1.6 -2.2
C 0.547686 0.714495 -0.669761 -1.9 0.6 -0.4
H -0.139556 0.998115 2.658529 0.2 -0.2 -0.2
H 0.868093 -1.978483 1.167858 0.8 -0.1 -0.9
H -1.299200 -0.245051 1.931222 0.4 0.4 0.8
H -1.060419 2.946310 -3.246145 0.6 -0.2 0.6
H 0.239951 2.307315 -2.609167 0.0 0.3 -0.4
H -1.849736 3.345576 -1.159395 -0.2 0.1 0.2
H 1.954445 -0.865198 3.127916 -0.4 -0.6 0.4
H 0.731669 -0.095837 -1.369813 1.0 0.6 -0.7
H -1.183447 1.246128 1.175332 0.4 0.5 0.5
H -0.407971 1.135172 -0.994141 -0.4 -0.5 0.4
H -2.679619 2.268163 -0.538428 -0.3 -0.1 0.0
H -0.678753 -2.955134 -0.422336 -0.8 -0.2 -0.7
H 1.074069 -3.093470 -2.221578 0.3 -0.3 -0.4
H -1.582508 -1.304814 -0.222706 -0.4 -0.3 -0.7
H -1.343625 -2.467076 1.102562 0.2 0.1 0.1
H 0.655884 -1.748982 3.162539 -0.4 0.4 0.5
H 1.044462 2.611014 -0.405750 -0.5 0.2 0.2
H 2.447820 -2.667646 -1.780211 0.5 0.1 0.0
H 1.446354 0.107963 1.110112 -0.2 -0.1 -0.3

---

[2]
128
Properties=species:S:1:pos:R:3:forces:R:3 method="wB97M-V/def2-TZVPD" max_force_ev_per_a=3.27 smiles=COC[C@H](C)N.COC[C@H](C)N.COC[C@H](C)N.COC[C@H](C)N.COC[C@H](C)N.OCCO.OCCO.OCCO.OCCO.O energy_ev=-66458.1698 homo_energy_ev=-8.775 orbital_gap_ev=9.07 multiplicity=1
O -9.343724 3.385977 24.729471 0.7 -0.9 -0.1
O -8.668683 3.500203 27.379646 -0.5 0.7 -0.3
O -9.366078 6.336088 20.419403 0.7 -1.2 1.4
O -12.974487 5.995823 16.863673 -0.3 -0.3 -0.7
O -2.308319 6.781623 21.876114 -0.5 -1.1 0.2
O -1.608960 4.801871 19.321505 0.1 -0.7 -1.2
O -4.845702 -1.238694 22.702544 0.2 0.8 -0.4
O -3.204556 0.847477 21.062233 0.7 0.5 -0.4
O -11.368455 6.851019 22.848502 0.4 -0.2 0.3
O -10.883111 9.198467 14.379147 0.9 -0.5 -0.5
O -9.361224 -0.991869 27.011323 -0.7 1.4 0.0
O -13.866146 6.378402 21.219398 0.5 0.3 0.0
O -8.387400 10.110637 15.421767 0.0 -0.1 0.7
O -9.001934 8.547682 22.161142 0.3 0.3 0.0
N -9.703034 3.674692 21.893081 1.3 0.6 -0.9
N -3.490806 4.662101 17.180569 -0.3 -0.2 -0.2
N -7.415033 1.108643 24.678792 0.2 -1.0 0.1
N -12.339101 4.089537 19.950193 0.3 -0.1 -0.2
N -4.702271 7.447700 22.885408 -0.4 0.4 0.3
C -10.690966 -0.987370 27.480760 -1.0 -1.4 -0.8
C -3.235315 7.405563 20.994142 0.4 0.4 -0.9
C -13.020075 5.658072 18.244485 0.2 1.4 -0.8
C -12.417026 5.954980 23.162280 -0.1 0.0 -0.7
C -12.266627 4.394185 18.504316 -0.3 -0.9 1.1
C -4.684305 7.198452 21.441121 0.7 -0.4 1.1
C -9.952561 4.023476 26.943004 0.5 -1.7 0.5
C -4.393864 0.089544 23.020005 0.6 0.2 0.7
C -8.299368 5.346886 20.503572 -1.2 -0.9 1.1
C -9.140045 0.091193 26.073067 -0.6 -1.7 -0.4
C -7.241983 3.551040 21.995385 0.0 1.3 -0.5
C -7.695102 -0.033961 25.590896 0.2 1.6 1.0
C -2.710913 3.896830 19.307707 -1.6 2.0 2.0
C -12.680565 3.122965 17.765590 0.7 0.4 0.0
C -9.407427 7.024116 19.203115 0.7 -0.2 -0.3
C -10.027609 4.350568 25.453917 0.2 0.6 0.3
C -8.465691 4.476354 21.800252 0.1 1.2 0.0
C -6.761052 0.085715 26.819180 0.0 0.0 0.9
C -4.376278 1.056891 21.801531 -0.6 -2.3 1.4
C -13.740354 6.498646 22.623382 -0.5 -1.4 1.3
C -9.058739 8.976902 15.991683 0.1 -0.1 -1.7
C -10.556927 9.109964 15.762235 -1.0 0.7 0.4
C -5.250626 3.830295 18.792695 0.8 1.3 0.8
C -5.713894 8.066868 20.737093 -0.5 -0.3 -0.6
C -0.947498 6.799945 21.508407 0.6 0.9 -0.5
C -0.412273 4.106747 19.504941 1.5 0.7 0.4
C -13.687764 7.138291 16.452246 0.7 0.9 -0.2
C -3.909189 4.605122 18.584923 0.2 -1.4 -0.6
H -12.149043 4.954541 22.808691 -0.4 -0.1 -0.6
H -3.451294 3.691153 16.887259 -0.1 -0.1 -0.4
H -9.496156 1.054419 26.443756 0.9 0.2 0.7
H -11.065760 6.615915 21.964371 0.2 0.2 -0.1
H -14.040317 5.648387 18.635055 -0.2 -0.3 -0.1
H -0.371616 5.888404 21.670773 -0.7 -0.4 0.5
H -2.492436 2.921412 18.872456 0.1 0.0 -0.1
H -9.578302 8.225264 22.859932 -0.1 -0.1 0.0
H -3.191724 -0.085021 20.827504 0.0 -0.1 0.0
H -14.640713 6.867818 20.931486 0.0 0.1 0.0
H -11.207996 4.567650 18.300269 0.0 0.1 -0.4
H -6.503417 1.414954 24.990766 0.0 0.6 -0.4
H -3.780974 7.247682 23.255964 0.0 -0.4 0.1
H -6.641888 8.262674 21.277674 0.5 0.1 0.9
H -4.911859 6.143280 21.263742 -0.1 -0.1 0.1
H -6.826044 1.086855 27.251959 -0.2 0.2 -0.3
H -2.510196 4.917809 17.233031 0.1 0.4 -0.3
H -7.005837 -0.546403 27.674401 -0.3 -0.4 -0.3
H -8.391351 4.622875 19.690081 0.3 0.4 -0.6
H -3.032686 8.480941 21.009086 0.0 0.2 -0.2
H -5.288761 3.685173 19.875350 0.1 -1.0 -0.1
H -13.714711 2.783370 17.829107 -0.2 0.6 0.0
H -7.206525 3.146499 23.004080 -0.1 -0.4 -0.2
H -8.773242 8.817454 17.029844 -0.2 0.5 0.1
H -11.163129 -0.056765 27.802173 0.9 0.3 0.6
H -10.416595 4.279902 21.502801 -0.5 -0.4 -0.2
H -6.130296 4.470713 18.704435 0.1 0.1 -0.9
H -12.482082 5.736544 24.228934 -0.1 0.9 0.2
H -9.833923 -0.043665 25.235765 0.1 -0.3 -0.4
H -12.469384 6.452270 18.758988 -0.2 0.2 0.4
H -12.415518 4.935670 20.501502 -0.2 0.0 -0.1
H -11.809481 9.406383 14.246294 0.0 0.0 0.3
H -4.761998 8.455021 22.993564 -0.3 0.1 0.2
H -13.178451 3.546799 20.107004 -0.1 0.1 0.3
H -12.375899 3.256076 16.728270 -0.2 -0.5 -0.1
H -3.087466 7.013291 19.986685 0.1 0.2 -0.1
H -6.176256 7.524347 19.908758 0.7 0.2 -0.7
H -5.212266 0.749277 21.169581 -0.5 0.8 0.2
H -11.414248 -1.306744 26.718203 0.3 0.1 -0.7
H -8.663664 8.123985 15.434204 -0.3 -0.4 0.2
H -10.201388 7.765258 19.275647 -0.1 -0.2 -0.3
H -13.915990 7.497481 23.024859 0.3 0.2 -0.3
H -8.079281 1.856745 24.841948 0.1 0.1 0.2
H -10.915887 10.048656 16.193361 0.3 0.1 0.5
H -9.379874 3.627881 23.790831 -0.4 -0.4 -0.2
H -8.850651 7.778966 21.598624 -0.2 -0.1 0.1
H -10.825978 -1.818954 28.172718 0.4 0.5 0.6
H -11.066458 4.333589 25.116325 -0.2 0.4 0.3
H -0.777728 6.990144 20.446897 -0.4 0.2 -0.1
H -5.691932 -0.085748 26.674394 0.0 -0.1 -0.7
H -4.587414 -1.821326 23.420830 0.0 0.0 0.0
H -5.358426 2.937021 18.181011 0.1 -0.1 0.3
H -13.326192 8.062668 16.917048 -0.3 -0.1 1.1
H -8.616768 5.245778 22.563560 0.8 -0.1 0.5
H -12.104278 2.350448 18.277344 0.2 -0.2 -0.5
H -8.458578 7.541415 19.032860 0.0 0.2 0.0
H -8.287967 9.902393 14.489631 0.0 0.2 -0.1
H -9.493292 2.969323 21.194357 -0.9 -0.6 0.0
H -0.136220 3.904779 20.545097 -0.8 -0.4 0.3
H -5.297898 9.021745 20.415454 -0.1 0.0 -0.2
H -4.418804 2.047553 22.249999 0.0 0.2 -0.7
H -7.957824 4.052824 27.040483 0.0 0.1 -0.1
H -11.159922 8.324038 16.224281 0.4 -0.4 0.1
H -4.905761 0.487723 23.898276 -0.8 0.1 -0.4
H -0.333942 3.182682 18.931189 -0.1 0.0 -0.1
H -0.438720 7.581417 22.077337 0.0 0.2 0.0
H -14.774699 7.061875 16.489291 0.0 -0.2 0.3
H -3.372891 0.061484 23.413112 0.4 -0.2 -0.4
H 0.405101 4.785714 19.249869 -0.1 0.0 -0.6
H -10.315441 4.770811 27.649292 0.1 0.6 -0.4
H -2.908175 3.832578 20.383107 -0.5 -0.9 0.0
H -10.575403 3.149681 27.146652 -0.3 0.0 -0.3
H -9.494488 6.265021 18.421752 -0.5 0.4 -0.4
H -13.408703 7.442654 15.440475 -0.1 -1.0 -0.4
H -14.493752 5.857012 23.093173 -0.3 0.0 0.0
H -7.524715 -0.976493 25.071515 -0.2 -0.1 0.0
H -7.326582 5.830326 20.587705 0.0 0.1 -0.4
H -4.083017 5.641432 18.869966 0.4 -0.1 0.6
H -6.310388 4.083494 21.788345 0.0 0.4 0.5
H -9.545158 5.302483 25.211057 -0.4 0.5 0.3
H -7.192699 2.809956 21.194855 -0.5 -0.5 0.3

---

[3]
20
Properties=species:S:1:pos:R:3:forces:R:3 method="wB97M-V/def2-TZVPD" total_charge=+1 max_force_ev_per_a=4.59 energy_ev=-9834.9589 homo_energy_ev="-9.162 / -13.585" orbital_gap_ev="5.76 / 7.06" multiplicity=3 relative_energy_ev=4.0058
N 0.000075 1.003337 0.961853 1.1 3.4 1.3
N -0.597253 2.520454 -2.181592 0.9 -0.9 -0.4
N 0.292460 -0.914227 -0.330469 2.5 0.7 -0.5
C 0.640543 0.445101 -0.284075 1.3 0.3 -1.5
C -0.417261 1.483651 -1.481018 -2.3 -2.9 2.7
C -1.109434 0.127127 1.264320 -2.1 -2.9 2.9
C 1.489830 -1.850816 -0.345534 -0.7 -1.4 -1.7
C -0.820538 -1.218153 0.482564 -3.3 -1.0 0.5
H 0.117681 3.138675 -2.286704 1.7 3.3 -1.2
H 1.828981 0.624476 -0.302938 -3.0 0.0 -0.3
H -0.401904 2.053761 0.744682 1.2 -2.7 0.1
H -1.075564 -0.195695 2.413538 -0.4 1.3 -2.4
H -1.824324 -1.386799 -0.102749 2.0 -0.1 0.6
H 2.057525 -1.860914 -1.380103 -1.6 -0.1 1.9
H 1.141249 -2.940182 -0.031054 0.9 2.5 -0.8
H -1.387735 0.968826 -1.376743 0.5 -0.8 0.2
H -0.687887 -2.182462 1.141125 0.0 2.1 -1.1
H 0.715259 1.068360 1.792319 -1.4 -0.3 -1.7
H 2.180259 -1.413658 0.346747 0.6 -0.4 0.7
H -2.141961 0.529137 0.955832 1.9 -0.2 0.7

---

[4]
12
Properties=species:S:1:pos:R:3:forces:R:3 method="wB97M-V/def2-TZVPD" total_charge=+1 max_force_ev_per_a=1.14 energy_ev=-5733.4023 homo_energy_ev=-15.164 orbital_gap_ev=9.67 multiplicity=1 relative_energy_ev=1.4818
O 1.402645 -0.042939 -2.426294 -0.8 -0.5 -0.2
N -0.421561 -0.336465 1.114309 -0.6 -0.1 0.2
C 0.272427 0.576137 1.654489 0.8 -0.3 -0.7
C -1.248650 -0.319618 -0.105627 0.7 -0.2 0.2
H 0.983645 0.298692 2.420035 -0.4 0.1 0.6
H 1.839092 -0.266602 -1.603156 0.5 0.6 -0.1
H -1.437297 0.708079 -0.406049 -0.5 -0.2 0.1
H -2.048108 -1.032034 0.078039 -0.6 0.7 0.0
H -0.651476 -0.802908 -0.867117 0.4 0.1 -0.4
H 0.340201 1.559117 1.217728 -0.3 0.2 -0.1
H -0.490485 -1.228708 1.589120 0.5 -0.2 0.1
H 1.459568 0.887250 -2.665478 0.4 -0.1 0.4

---

[5]
72
Properties=species:S:1:pos:R:3:forces:R:3 method="wB97M-V/def2-TZVPD" total_charge=+1 max_force_ev_per_a=1.60 energy_ev=-55037.3254 homo_energy_ev=-9.888 orbital_gap_ev=4.22 multiplicity=1 relative_energy_ev=0.1331
S -0.558476 2.066530 -4.667579 -0.2 0.3 0.5
F 0.512404 4.367851 4.416495 -0.3 -0.2 -1.5
F -1.809264 -0.444668 4.240532 -0.6 0.3 -1.1
N -2.914862 2.955520 -5.216971 -0.7 0.2 0.1
N -2.597409 2.462954 -2.887219 0.4 -0.1 -1.4
C -4.754650 1.239813 -2.891956 0.3 -0.2 0.1
C -4.064242 2.581617 -2.706565 0.7 0.0 -0.1
C -4.797685 0.625870 -4.149491 -0.4 -0.3 -0.1
C -4.295630 3.487797 -5.071977 1.0 0.2 -1.1
C -2.834175 3.132623 -7.717437 0.4 -0.1 0.0
C -3.934111 -0.035855 3.257881 0.8 0.5 -0.2
C -2.186285 2.552549 -4.116613 -0.4 0.0 0.3
C -0.935668 2.485505 -6.321336 -0.1 0.1 -0.8
C -1.859097 2.590775 0.502595 -0.2 0.6 0.9
C -0.851423 3.418642 1.089833 0.9 0.5 0.5
C -0.672133 2.603922 -8.711264 0.0 0.1 0.1
C -6.384620 -0.999307 -3.315909 0.0 0.0 0.3
C 1.064469 4.989418 0.868471 -0.2 -0.3 0.3
C -6.672196 3.973569 -2.043426 0.0 0.0 -0.1
C -3.977893 1.401843 1.291320 0.1 0.7 -0.7
C -6.223834 3.767541 -3.498342 -0.1 -0.5 0.0
C -6.221362 -0.484900 -2.023300 0.2 0.0 -0.1
C -0.124035 2.383020 -7.447319 -0.1 -0.1 0.2
C 2.371996 5.765543 2.955552 0.5 0.7 -0.2
C -2.532131 0.115246 3.215726 0.3 -0.2 0.5
C -6.799789 4.828163 -4.439996 -0.1 0.2 -0.1
C -4.639065 0.638096 2.253271 0.0 0.1 -0.3
C -4.690279 3.658846 -3.625074 -0.2 0.3 0.7
C 0.361115 4.309895 3.046062 -0.5 -0.3 0.7
C -2.259955 2.897007 -6.462750 -0.5 -0.1 0.4
C -5.636394 -0.477620 -4.370210 0.4 0.4 0.2
C -4.607497 -0.845736 4.311159 -0.6 -0.5 0.0
C -0.670574 3.552148 2.514648 0.3 -0.2 0.1
C 1.263498 5.043646 2.275851 -0.2 -0.6 -0.5
C -1.846105 0.833390 2.248977 -0.6 0.4 0.6
C 0.055724 4.219489 0.303847 -0.5 -0.3 -0.2
C -2.018373 2.957198 -8.842240 0.1 0.0 0.2
C -2.559990 1.598182 1.277733 -0.3 -1.0 1.0
C -5.387078 0.614091 -1.816042 -0.2 0.0 -0.3
H 0.918151 2.114984 -7.315931 -0.1 -0.1 -0.2
H -0.060848 4.163828 -0.779898 0.2 0.1 0.2
H -5.635709 -1.064271 3.992096 0.2 0.2 0.2
H -7.082903 -1.818927 -3.486868 0.3 0.2 0.0
H -4.123361 2.905854 -1.654712 -0.7 -0.1 -0.3
H 2.833028 6.495671 2.280436 -0.1 -0.1 0.1
H -5.676431 -0.905837 -5.374332 -0.1 0.0 0.4
H -4.267671 4.622226 -3.294004 -0.1 -0.2 0.0
H -4.285162 4.475907 -5.563469 -0.1 -0.3 0.1
H -0.773468 0.871840 2.290925 0.3 -0.1 0.0
H -6.873971 4.457660 -5.469456 0.1 0.1 0.1
H -1.332167 3.059428 3.216368 0.0 0.1 -0.1
H -7.691540 4.369967 -2.031717 0.1 0.0 0.1
H -0.044682 2.490796 -9.598083 -0.2 0.1 0.3
H -4.987538 2.860981 -5.660260 0.2 0.0 0.4
H -4.191150 1.017359 -4.971493 -0.4 -0.3 0.3
H -6.735606 -0.926060 -1.164741 0.1 0.1 -0.4
H -6.025385 4.674914 -1.501921 -0.1 0.0 -0.1
H -6.209806 5.753225 -4.452112 -0.1 -0.1 0.1
H -4.120955 -1.814294 4.459099 0.1 0.2 0.0
H 3.181033 5.104047 3.295092 -0.3 -0.2 -0.2
H 2.028996 6.287285 3.855933 -0.1 -0.1 -0.2
H -5.741869 0.561630 2.246219 0.8 0.1 -0.1
H -6.645356 2.798929 -3.830440 0.2 0.3 0.2
H 1.741636 5.538537 0.215475 -0.2 -0.1 0.2
H -5.233829 1.010594 -0.811644 -0.3 -0.2 -0.5
H -4.574168 1.948752 0.550337 0.3 -0.1 0.5
H -4.652191 -0.360780 5.293135 0.2 0.1 -0.3
H -6.696527 3.025295 -1.496046 0.1 0.1 0.0
H -2.432553 3.093214 -9.839459 0.0 0.0 0.3
H -7.817089 5.088363 -4.133593 0.1 0.0 -0.1
H -3.881211 3.414117 -7.832172 0.3 -0.1 0.1
H -2.176954 2.807890 -0.522223 0.2 -0.1 0.0